1.
Entry from OMol25: a gas-phase ion, C5H13N2 (charge +1) (ωB97M-V/def2-TZVPD).

Its SMILES is C=C([NH3+])C[C@H](C)N. As for the net charge: +1. As for the maximum force: 2.92 eV/Å. As for the multiplicity: 1. For the HOMO-LUMO gap, the calculation gives 9.420 eV.

XYZ file:
```
20
Properties=species:S:1:pos:R:3:nbo_charge:R:1
C 0.545 0.451 1.883 -0.640
C 0.430 1.072 0.422 -0.035
C -0.663 0.501 -0.476 -0.462
C -0.513 -1.018 -0.627 0.186
C -1.434 -2.004 -0.561 -0.403
N 0.884 -1.654 -1.001 -0.719
N 0.272 2.603 0.210 -0.832
H -0.421 0.242 2.298 0.227
H 1.171 -0.445 1.899 0.200
H 1.160 1.132 2.569 0.251
H 1.341 0.708 -0.055 0.149
H -0.646 0.976 -1.430 0.252
H -1.681 0.572 -0.017 0.256
H -1.442 -3.041 -0.183 0.249
H -2.364 -1.645 -0.904 0.239
H 1.482 -1.382 -0.231 0.438
H 0.769 -2.663 -0.947 0.444
H 1.179 -1.387 -1.926 0.449
H 0.126 3.022 1.136 0.372
H 1.117 3.058 -0.137 0.378
```

***

2.
Entry from OMol25: a gas-phase ion, C5H13N2 (charge +1) (ωB97M-V/def2-TZVPD).

Its SMILES is N/C=C/CCC[NH3+]. As for the net charge: +1. As for the maximum force: 3.79 eV/Å. As for the multiplicity: 1. For the HOMO-LUMO gap, the calculation gives 8.794 eV.

XYZ file:
```
20
Properties=species:S:1:pos:R:3:nbo_charge:R:1
C -1.417 -0.214 -1.057 -0.214
C -1.445 -0.945 0.312 -0.417
C -0.690 -0.473 1.541 -0.436
N 2.235 1.224 0.018 -0.835
C 1.365 0.910 1.071 0.055
C 0.682 -0.255 1.064 -0.413
N -0.041 -0.023 -1.697 -0.762
H -2.107 -0.719 -1.874 0.244
H -1.709 0.830 -1.097 0.211
H -1.245 -1.991 -0.040 0.218
H -2.532 -0.887 0.525 0.251
H -1.231 0.554 1.734 0.213
H -0.712 -1.098 2.474 0.255
H 2.776 2.081 0.027 0.410
H 2.779 0.504 -0.348 0.385
H 1.063 1.606 1.807 0.222
H 1.324 -1.231 1.039 0.236
H -0.006 0.840 -2.333 0.445
H 0.235 -0.869 -2.293 0.441
H 0.676 0.157 -0.873 0.492
```

***

3.
Entry from OMol25: 2 unconnected molecules or ions with the total composition C5H13N2 (ωB97M-V/def2-TZVPD).

As for the net charge: +1. As for the maximum force: 4.06 eV/Å. As for the multiplicity: 1. For the HOMO-LUMO gap, the calculation gives 6.188 eV.

XYZ file:
```
20
Properties=species:S:1:pos:R:3:nbo_charge:R:1
C -1.271 -0.186 0.048 -0.581
C -2.258 0.897 -0.080 0.352
C 0.301 0.131 0.393 0.259
C -3.242 0.977 -1.141 -0.759
C 0.540 0.587 1.571 -0.508
N 1.070 -0.404 -0.527 -0.786
N 3.647 -1.300 -0.084 -1.103
H -1.691 -0.632 0.960 0.325
H -1.300 -0.971 -0.739 0.247
H -2.211 1.567 0.799 0.234
H -2.780 1.486 -1.995 0.323
H -3.960 1.746 -0.744 0.276
H -3.592 0.008 -1.544 0.297
H -0.173 0.297 2.361 0.207
H 1.387 1.061 1.993 0.237
H 1.958 -0.562 -0.201 0.431
H 1.061 -0.301 -1.572 0.401
H 3.672 -2.210 -0.540 0.384
H 4.064 -1.395 0.841 0.388
H 4.047 -0.582 -0.629 0.376
```

***

4.
Entry from OMol25: 2 unconnected molecules or ions with the total composition C5H13N2 (ωB97M-V/def2-TZVPD).

As for the net charge: +1. As for the maximum force: 1.56 eV/Å. As for the multiplicity: 1. For the HOMO-LUMO gap, the calculation gives 7.372 eV.

XYZ file:
```
20
Properties=species:S:1:pos:R:3:nbo_charge:R:1
C -1.491 0.176 1.742 -0.636
C -1.806 0.275 0.257 -0.541
C -0.770 -0.179 -0.644 0.235
N 2.237 -2.223 -0.712 -0.837
C 1.113 -1.518 -1.161 0.309
C 0.468 -0.675 -0.314 -0.379
N 1.028 2.493 0.125 -1.059
H -0.533 0.570 2.050 0.238
H -2.268 0.699 2.308 0.245
H -2.065 1.324 0.046 0.301
H -2.759 -0.218 0.045 0.296
H -1.039 -0.205 -1.703 0.222
H 0.506 1.928 -0.527 0.323
H 1.930 -3.171 -0.493 0.420
H 2.917 -2.300 -1.460 0.405
H 0.666 -1.823 -2.113 0.199
H 0.967 -0.378 0.604 0.283
H -1.633 -0.821 2.165 0.231
H 0.602 3.416 0.103 0.374
H 1.931 2.634 -0.319 0.371
```

***

5.
Entry from OMol25: a gas-phase ion, C5H13N2 (charge +2) (ωB97M-V/def2-TZVPD).

As for the net charge: +2. As for the maximum force: 3.10 eV/Å. As for the multiplicity: 2. For the HOMO-LUMO gap (alpha / beta), the calculation gives 11.908 / 5.101 eV. Its expectation value of S² is 0.7548.

XYZ file:
```
20
Properties=species:S:1:pos:R:3:nbo_charge:R:1
C -1.832 -2.209 -0.195 -0.604
C -1.323 -0.905 0.336 -0.333
C -0.258 -0.341 -0.667 -0.311
C 1.210 -0.374 -0.038 -0.211
N 1.945 0.881 -0.145 -0.430
C 1.551 2.139 0.116 0.408
N 0.489 2.393 0.809 -0.637
H -2.420 -2.634 0.645 0.357
H -2.629 -2.119 -0.962 0.271
H -1.214 -2.875 -0.829 0.297
H -2.091 -0.121 0.318 0.278
H -0.815 -1.027 1.299 0.238
H -0.475 0.675 -0.904 0.250
H -0.231 -0.741 -1.705 0.297
H 1.086 -0.526 1.018 0.229
H 1.898 -1.108 -0.331 0.276
H 2.681 0.812 -0.829 0.453
H 2.152 2.965 -0.242 0.277
H 0.026 1.754 1.401 0.435
H 0.251 3.362 0.905 0.461
```

***

6.
Entry from OMol25: a molecular structure, C5H13N2O (ωB97M-V/def2-TZVPD).

As for the net charge: -1. As for the maximum force: 3.70 eV/Å. As for the multiplicity: 1. For the HOMO-LUMO gap, the calculation gives 6.754 eV.

XYZ file:
```
21
Properties=species:S:1:pos:R:3:nbo_charge:R:1
C 3.500 0.801 1.386 -0.894
N -2.951 -0.231 -1.277 -0.713
C -1.782 -0.452 -0.677 0.281
C -0.530 -1.244 -1.314 -0.513
C 0.662 -0.281 -1.428 -0.038
O 1.791 -0.738 -0.813 -0.957
C -1.477 -0.089 0.773 -0.337
N -2.658 0.444 1.472 -0.850
H 2.670 1.449 1.679 0.193
H 3.165 0.365 0.421 0.304
H 3.740 0.085 2.152 0.197
H 4.303 1.460 1.042 0.183
H -2.245 0.692 -1.095 0.372
H -1.080 -1.649 -2.162 0.198
H -0.225 -2.093 -0.702 0.230
H 0.869 -0.264 -2.532 0.100
H 0.413 0.747 -1.109 0.085
H -1.400 -1.101 1.204 0.216
H -0.528 0.459 0.886 0.241
H -2.822 1.437 1.301 0.333
H -3.415 0.200 0.793 0.367
```

***

7.
Entry from OMol25: a molecular structure, C5H13N2O (ωB97M-V/def2-TZVPD).

As for the net charge: -1. As for the maximum force: 6.56 eV/Å. As for the multiplicity: 1. For the HOMO-LUMO gap, the calculation gives 4.443 eV.

XYZ file:
```
21
Properties=species:S:1:pos:R:3:nbo_charge:R:1
C 0.504 -1.697 -0.011 -0.649
C 0.096 -0.193 0.000 -0.070
C 0.421 0.569 -1.235 -0.675
C -0.565 0.799 -2.293 -0.260
N -1.420 2.120 -2.243 -0.953
N 0.652 0.386 1.251 -0.592
C 0.284 -0.057 2.582 0.373
O 1.252 -0.204 3.339 -0.662
H 1.566 -1.722 0.246 0.188
H -0.066 -2.236 0.753 0.168
H 0.370 -2.306 -0.909 0.203
H -1.007 -0.187 0.129 0.169
H 1.478 0.688 -1.472 0.161
H -0.715 -1.838 2.835 0.073
H 0.020 1.055 -3.181 0.168
H -1.275 -0.035 -2.373 0.145
H -0.956 2.840 -2.774 0.329
H -1.550 2.342 -1.265 0.341
H 1.657 0.503 1.320 0.374
H -0.575 0.549 2.907 0.143
H -0.171 -1.375 2.393 0.026
```

***

8.
Entry from OMol25: a gas-phase ion, C5H13N2O (charge -2) (ωB97M-V/def2-TZVPD).

As for the net charge: -2. As for the maximum force: 7.15 eV/Å. As for the multiplicity: 2. For the HOMO-LUMO gap (alpha / beta), the calculation gives 2.817 / 7.111 eV. Its expectation value of S² is 0.7513.

XYZ file:
```
21
Properties=species:S:1:pos:R:3:nbo_charge:R:1
C 0.678 0.069 1.628 -1.246
C 0.240 0.614 0.271 -0.112
C 0.650 -0.298 -0.853 -0.395
C 0.145 -1.740 -0.808 -0.287
N 0.595 -2.611 0.259 -0.989
N -1.139 0.756 0.015 -0.779
C -1.291 2.293 -0.849 0.164
O -0.701 3.272 -0.264 -0.881
H 0.609 1.019 2.163 0.210
H 1.766 -0.061 1.582 0.174
H 0.153 -0.692 1.938 0.170
H 0.715 1.673 0.115 0.180
H 0.227 0.138 -1.812 0.205
H 1.847 -0.526 -0.795 0.139
H 0.463 -2.417 -1.691 0.136
H -0.909 -1.586 -0.918 0.193
H 1.202 -1.980 0.908 0.357
H -0.240 -2.942 0.859 0.306
H -1.628 0.659 0.781 0.320
H -2.448 2.347 -0.607 0.059
H -0.935 2.012 -1.922 0.077
```

***

9.
Entry from OMol25: a single C5H13N2O molecule (ωB97M-V/def2-TZVPD).

As for the maximum force: 3.24 eV/Å. As for the multiplicity: 2. For the HOMO-LUMO gap (alpha / beta), the calculation gives 3.223 / 8.348 eV. Its expectation value of S² is 0.7531.

XYZ file:
```
21
Properties=species:S:1:pos:R:3:nbo_charge:R:1
C 0.078 -0.639 1.674 -0.708
C 0.376 0.714 1.151 -0.034
C 1.101 0.935 -0.179 -0.395
C 0.963 -0.189 -1.179 -0.486
C -0.439 -0.593 -1.393 0.381
N -0.700 -1.724 -2.176 -0.893
O -1.464 -0.038 -0.822 -0.900
N -1.004 1.346 1.018 -0.708
H 0.877 -1.398 1.755 0.246
H -0.550 -1.313 1.089 0.269
H -0.277 -0.579 2.710 0.210
H 0.965 1.346 1.824 0.208
H 0.726 1.858 -0.639 0.202
H 2.153 1.125 0.029 0.214
H 1.534 0.117 -2.070 0.188
H 1.539 -1.098 -0.853 0.154
H -1.621 -2.126 -2.180 0.384
H 0.025 -2.136 -2.739 0.369
H -1.126 2.189 0.475 0.420
H -1.663 0.657 0.603 0.487
H -1.495 1.545 1.901 0.391
```

***

10.
Entry from OMol25: a gas-phase ion, C5H13N2O (charge +1) (ωB97M-V/def2-TZVPD).

As for the net charge: +1. As for the maximum force: 6.12 eV/Å. As for the multiplicity: 1. For the HOMO-LUMO gap, the calculation gives 9.383 eV.

XYZ file:
```
21
Properties=species:S:1:pos:R:3:nbo_charge:R:1
O 0.619 -1.047 -1.037 -0.758
C 1.452 -0.410 -0.184 0.194
C 1.461 1.045 -0.093 0.097
C 0.668 0.144 1.104 -0.586
C -0.858 0.607 0.884 -0.191
C -2.187 -1.557 0.539 -0.411
N -1.536 -0.356 -0.056 -0.562
N 0.852 1.684 -1.218 -0.789
H 2.444 -0.958 0.094 0.239
H 2.301 1.612 0.374 0.265
H 0.484 -0.850 1.629 0.367
H 0.998 0.663 1.956 0.300
H -1.369 0.580 1.872 0.228
H -0.856 1.602 0.488 0.242
H -2.584 -2.128 -0.267 0.242
H -1.370 -2.184 1.047 0.218
H -2.905 -1.211 1.268 0.218
H -2.092 0.124 -0.659 0.410
H -0.639 -0.792 -0.653 0.469
H 0.919 1.089 -1.984 0.404
H 1.288 2.553 -1.455 0.405
```

***

11.
Entry from OMol25: a gas-phase ion, C5H13N2O (charge +1) (ωB97M-V/def2-TZVPD).

Its SMILES is CCC[C@@H]([NH3+])C(N)=O. As for the net charge: +1. As for the maximum force: 1.68 eV/Å. As for the multiplicity: 1. For the HOMO-LUMO gap, the calculation gives 11.151 eV.

XYZ file:
```
21
Properties=species:S:1:pos:R:3:nbo_charge:R:1
N -1.543 1.214 -0.141 -0.689
C -0.122 0.635 0.000 -0.134
C -0.076 -0.789 -0.571 -0.426
C 0.580 -0.845 -1.970 -0.412
C 0.313 -2.250 -2.481 -0.610
C 0.166 0.775 1.514 0.644
N 1.434 0.458 1.873 -0.797
O -0.668 1.071 2.343 -0.596
H -2.242 0.616 0.323 0.458
H -1.479 2.126 0.400 0.472
H -1.786 1.355 -1.133 0.448
H 0.547 1.251 -0.597 0.245
H -1.114 -1.168 -0.653 0.221
H 0.567 -1.427 0.064 0.248
H 0.271 -0.043 -2.666 0.202
H 1.671 -0.663 -2.013 0.219
H 1.026 -2.496 -3.280 0.235
H -0.688 -2.256 -2.900 0.212
H 0.336 -2.991 -1.695 0.215
H 1.514 0.404 2.879 0.436
H 2.063 0.079 1.187 0.409
```

***

12.
Entry from OMol25: 2 unconnected molecules or ions with the total composition C5H13N2O (ωB97M-V/def2-TZVPD).

As for the net charge: +1. As for the maximum force: 2.93 eV/Å. As for the multiplicity: 1. For the HOMO-LUMO gap, the calculation gives 9.594 eV.

XYZ file:
```
21
Properties=species:S:1:pos:R:3:nbo_charge:R:1
C -1.498 -0.103 0.481 -0.226
C -2.550 0.333 -0.261 0.059
N -3.436 -0.517 -0.813 -0.760
N -0.532 0.899 0.995 -0.693
H -1.286 -1.124 0.639 0.229
H -2.772 1.384 -0.513 0.216
H -3.737 -0.248 -1.743 0.401
H -3.265 -1.519 -0.804 0.396
H 0.323 0.848 0.458 0.455
H -0.275 0.942 1.994 0.441
H -0.892 1.797 0.719 0.431
C 1.388 -1.432 0.568 -0.646
C 2.177 -0.149 0.504 -0.337
C 2.279 0.475 -0.733 0.129
O 3.021 1.668 -1.012 -0.669
H 0.691 -1.501 1.411 0.199
H 0.747 -1.487 -0.322 0.208
H 2.032 -2.324 0.604 0.254
H 2.791 0.240 1.376 0.246
H 1.796 0.042 -1.578 0.175
H 2.996 1.778 -1.969 0.490
```

***

no.,molecular weight (g mol⁻¹)
1,101.17
2,101.17
3,101.17
4,101.17
5,101.17
6,117.17
7,117.17
8,117.17
9,117.17
10,117.17
11,117.17
12,117.17